Computed, not measured: a cluster of 2 separate species, C4H10NO in total, with ωB97M-V/def2-TZVPD.

Calculated values
Total charge = +1
Molecular weight = 88.13 g/mol
Relative energy (zero: lowest compared OMol25 entry of this formula, charge and spin) = 1.692 eV
HOMO-LUMO gap = 10.8 eV

Geometry as XYZ:
```
16
Properties=species:S:1:pos:R:3:forces:R:3:lowdin_charge:R:1
O 0.36113 1.33418 -0.33623 0.569 0.273 -1.214 0.024
H -0.45091 0.08574 -1.32341 -0.491 -0.023 -1.187 0.104
C -0.00476 1.03527 0.77673 1.853 1.543 1.120 -0.244
H -0.74387 0.31827 0.77371 -2.310 -1.873 1.129 0.089
C 0.25566 -1.67601 -1.95891 0.996 0.391 -0.988 -0.018
H 0.37234 -2.48878 -2.71094 -0.729 1.063 0.066 0.113
C 0.16084 1.03279 3.21241 0.627 -0.724 0.311 0.069
C 0.60476 1.48449 2.05777 1.135 0.792 -1.666 -0.108
H -0.68664 0.36919 3.26616 -0.250 0.019 0.196 0.078
H 0.80592 1.16031 4.07400 -0.550 0.235 0.285 0.085
H -1.72253 -0.90875 -1.79821 -0.147 -0.146 -0.471 0.153
H -0.06839 -2.12580 -1.05529 0.481 -0.615 1.044 0.081
H 1.22364 -1.11690 -1.88645 -0.840 -0.772 0.199 0.119
N -0.80013 -0.60271 -2.09652 0.812 2.021 -0.216 0.105
H -0.85829 -0.00208 -2.98803 0.168 -1.474 1.473 0.208
H 1.55121 2.10080 1.99321 -1.324 -0.710 -0.081 0.141
```
Positions in Å, forces in eV/Å.